# C2H9N5

A gas-phase ion, C2H9N5 (charge +2) at a distorted geometry (ωB97M-V/def2-TZVPD, the OMol25 dataset).

## Properties
DFT total energy = -354.6801 Eh
Energy above the lowest of the compared OMol25 structures with the same formula, charge and spin = 51.0 kcal/mol
Charge = +2
SMILES string = N/C=[NH+]/C(N)=N\[NH3+]

Each line ends with the natural charge from an NBO analysis.
Atoms and positions in Å:
N (2.063, 1.850, 0.549)  -0.65
C (1.015, 1.466, -0.123)  0.42
N (0.220, 0.420, 0.283)  -0.58
C (-0.789, -0.144, -0.484)  0.61
N (-1.386, 0.673, -1.296)  -0.71
N (-1.237, -1.468, -0.384)  -0.39
N (-0.837, -2.363, 0.655)  -0.56
H (2.796, 2.375, 0.078)  0.48
H (2.370, 1.234, 1.412)  0.45
H (0.815, 1.944, -1.175)  0.27
H (0.538, 0.054, 1.171)  0.43
H (-2.038, 0.289, -1.951)  0.46
H (-1.165, 1.573, -1.512)  0.42
H (-0.964, -2.105, 1.617)  0.42
H (-1.574, -3.164, 0.431)  0.51
H (0.175, -2.633, 0.730)  0.43